Model a:
The following is a quantum chemistry calculation of a 3-piece molecular cluster, CH2FNO overall, from the OMol25 dataset.

- LUMO energy (alpha / beta) (Ha) = 0.0107 / -0.1595
- HOMO energy (alpha / beta) (eV) = -7.399 / -12.154
- HOMO-LUMO gap (alpha / beta) (eV) = 7.69 / 7.81
- multiplicity = 3

The geometry in XYZ format:
```
6
Properties=species:S:1:pos:R:3:mulliken_spin:R:1
F 3.11 0.00 0.00 0.001
O 0.16 0.63 0.12 0.338
N -2.00 -0.35 -0.08 0.862
C -0.87 0.08 0.00 0.017
H -3.22 -1.22 0.20 0.782
H 2.82 0.85 -0.24 0.000
```

Model b:
The following is a quantum chemistry calculation of a 2-piece molecular cluster, CH2FNO overall, from the OMol25 dataset.

- LUMO energy (alpha / beta) (Ha) = 0.0164 / -0.1742
- HOMO energy (alpha / beta) (eV) = -5.741 / -12.999
- HOMO-LUMO gap (alpha / beta) (eV) = 6.19 / 8.26
- multiplicity = 3

The geometry in XYZ format:
```
6
Properties=species:S:1:pos:R:3:mulliken_spin:R:1
F 0.79 0.52 0.16 0.014
O -3.48 0.63 0.00 0.438
N -1.67 -0.82 0.08 0.701
C -2.68 -0.18 0.00 0.803
H -0.07 0.15 0.24 0.014
H -1.48 -1.72 -0.36 0.031
```

Which one is the most stable? From the structures above, model a.